No. 1
C27H26GdN11O7 as an isolated structure, computed with ωB97M-V with the def2-TZVPD basis set.

The geometry in ORCA input format:
```
! wB97M-V def2-TZVPD RIJCOSX def2/J DEFGRID3
* xyz 0 8
Gd -0.108 0.473 -0.438
O -2.262 -5.117 -1.747
C -1.825 -3.989 -1.135
C -2.706 -2.984 -0.731
C -2.147 -1.871 -0.134
N -0.845 -1.773 0.066
C 0.002 -2.710 -0.338
C -0.446 -3.865 -0.947
C 1.478 -2.334 -0.115
O 2.323 -3.198 -0.298
O 1.643 -1.110 0.228
C -2.946 -0.640 0.306
O -4.155 -0.728 0.398
O -2.211 0.395 0.553
H -3.222 -5.092 -1.824
H -3.776 -3.035 -0.877
H 0.249 -4.628 -1.267
N 1.171 3.937 -0.038
C 2.211 3.286 -0.577
N 3.384 3.924 -0.626
C 4.342 3.252 -1.254
N 5.575 3.786 -1.274
N 4.192 2.070 -1.892
C 3.008 1.516 -1.724
N 1.997 2.035 -1.027
C 2.749 0.241 -2.465
C 3.771 -0.395 -3.149
C 3.468 -1.536 -3.877
C 2.161 -1.983 -3.918
C 1.201 -1.282 -3.202
N 1.492 -0.208 -2.477
H 1.324 4.886 0.254
H 0.226 3.616 -0.180
H 5.729 4.696 -0.882
H 6.295 3.330 -1.802
H 4.772 0.004 -3.104
H 4.249 -2.065 -4.407
H 1.878 -2.862 -4.479
H 0.160 -1.585 -3.196
C 0.829 3.061 6.357
C 1.149 1.576 6.249
C 2.553 1.348 5.703
C 0.104 0.811 5.442
N 0.116 1.148 4.020
C 0.688 0.541 2.983
N 0.444 1.255 1.912
N -0.314 2.297 2.308
N -0.519 2.244 3.564
H 1.555 3.557 7.002
H -0.165 3.234 6.773
H 0.865 3.548 5.381
H 1.094 1.136 7.250
H 2.664 1.790 4.709
H 2.800 0.286 5.628
H 3.298 1.815 6.347
H -0.912 1.007 5.783
H 0.279 -0.264 5.500
H 1.254 -0.375 3.013
O -0.992 2.324 -1.703
C -1.432 1.523 -2.576
O -1.428 0.268 -2.394
C -1.954 2.060 -3.868
C -2.161 1.207 -4.945
C -2.629 1.715 -6.146
C -2.905 3.070 -6.263
C -2.707 3.922 -5.185
C -2.224 3.420 -3.987
H -1.953 0.153 -4.819
H -2.784 1.057 -6.991
H -3.278 3.466 -7.199
H -2.928 4.977 -5.280
H -2.053 4.063 -3.135
*
```

E_LUMO (spin up / spin down)   -0.09 / -2.99 eV
Expectation value of S²   16.0166
HOMO energy (spin up / spin down)   -0.3316 / -0.3313 Ha

No. 2
C27H26IrN5O4 as an isolated structure, computed with ωB97M-V with the def2-TZVPD basis set.

The geometry in ORCA input format:
```
! wB97M-V def2-TZVPD RIJCOSX def2/J DEFGRID3
* xyz 2 5
Ir -0.028 0.753 -0.285
C 4.175 1.685 -0.813
O 3.422 2.887 -0.440
C 2.159 2.529 -0.391
N 1.916 1.234 -0.521
C 3.200 0.514 -0.566
C 3.290 -0.559 -1.619
C 4.150 -1.633 -1.418
C 4.300 -2.603 -2.398
C 3.588 -2.503 -3.582
C 2.730 -1.435 -3.789
C 2.586 -0.463 -2.810
C 1.061 3.413 -0.212
C 0.998 4.807 -0.265
C -0.224 5.439 -0.207
C -1.431 4.675 -0.174
C -1.345 3.324 -0.096
N -0.114 2.692 -0.009
C -2.392 2.321 -0.263
N -2.059 1.060 -0.396
C -3.281 0.301 -0.763
C -4.381 1.382 -0.625
O -3.646 2.639 -0.392
C -3.570 -0.911 0.088
C -4.667 -1.700 -0.250
C -4.983 -2.821 0.500
C -4.209 -3.169 1.600
C -3.125 -2.379 1.948
C -2.810 -1.254 1.194
H 5.068 1.657 -0.197
H 4.434 1.781 -1.867
H 3.380 0.070 0.420
H 4.709 -1.706 -0.491
H 4.975 -3.433 -2.247
H 3.710 -3.260 -4.344
H 2.179 -1.357 -4.715
H 1.923 0.381 -2.976
H 1.912 5.374 -0.383
H -0.280 6.515 -0.260
H -2.397 5.155 -0.246
H -3.155 0.006 -1.807
H -5.014 1.231 0.247
H -4.982 1.529 -1.517
H -5.278 -1.456 -1.111
H -5.836 -3.425 0.224
H -4.461 -4.042 2.186
H -2.538 -2.630 2.823
H -1.998 -0.612 1.503
C 0.255 -1.389 3.758
C 0.427 -0.908 2.361
N 0.296 0.334 2.011
O -0.067 1.150 3.022
C 0.692 -1.793 1.230
C 1.170 -3.179 1.315
N 0.452 -1.224 0.030
O 0.657 -1.936 -0.977
H -0.736 -1.105 4.117
H 0.984 -0.913 4.416
H 0.359 -2.466 3.824
H 0.002 2.052 2.668
H 1.524 -3.422 2.312
H 1.966 -3.338 0.585
H 0.362 -3.865 1.040
*
```

E_LUMO (spin up / spin down)   -6.85 / -8.76 eV
Expectation value of S²   6.0733
HOMO energy (spin up / spin down)   -0.4594 / -0.5251 Ha

No. 3
A 2-piece molecular cluster, C27H26N2O2S overall, computed with ωB97M-V with the def2-TZVPD basis set.

The geometry in ORCA input format:
```
! wB97M-V def2-TZVPD RIJCOSX def2/J DEFGRID3
* xyz 0 1
C 4.444 -3.173 2.670
C 3.323 -2.182 2.707
C 3.331 -1.081 1.834
C 2.312 -0.148 1.855
C 1.250 -0.276 2.796
S 0.017 0.831 2.874
C 1.236 -1.405 3.664
C 2.259 -2.332 3.613
H 4.251 -3.992 3.366
H 4.572 -3.592 1.666
H 5.400 -2.711 2.943
H 4.161 -0.968 1.135
H 2.282 0.686 1.158
H 0.402 -1.511 4.355
H 2.253 -3.190 4.287
C 4.306 4.821 -2.655
O 3.075 5.391 -2.141
C 1.951 4.622 -2.162
C 0.792 5.150 -1.543
C -0.376 4.401 -1.512
C -0.411 3.108 -2.057
N -1.638 2.406 -2.069
C -1.872 1.083 -1.766
C -0.962 0.259 -0.974
C -1.400 -1.109 -0.645
C -1.182 -1.620 0.581
C -1.726 -2.891 1.037
C -2.062 -3.065 2.399
C -2.673 -4.235 2.838
C -2.935 -5.271 1.927
C -2.601 -5.114 0.574
C -2.005 -3.934 0.128
O 0.113 0.745 -0.568
N -3.209 0.896 -1.881
C -3.985 -0.280 -1.529
C -3.799 2.037 -2.414
C -2.839 2.980 -2.494
C 0.731 2.587 -2.671
C 1.903 3.336 -2.749
H 5.049 5.598 -2.475
H 4.579 3.899 -2.119
H 4.233 4.608 -3.732
H 0.842 6.140 -1.091
H -1.263 4.815 -1.031
H -1.881 -1.670 -1.449
H -0.651 -1.013 1.325
H -1.852 -2.238 3.081
H -2.942 -4.340 3.890
H -3.395 -6.197 2.273
H -2.806 -5.913 -0.141
H -1.743 -3.793 -0.923
H -5.040 -0.021 -1.673
H -3.754 -1.134 -2.180
H -3.838 -0.574 -0.479
H -4.846 2.052 -2.658
H -2.891 3.997 -2.826
H 0.725 1.599 -3.128
H 2.785 2.924 -3.244
*
```

E_LUMO   -1.51 eV
HOMO energy   -0.1832 Ha

No. 4
C27H27AsAuF9P as an isolated structure, computed with ωB97M-V with the def2-TZVPD basis set.

The geometry in ORCA input format:
```
! wB97M-V def2-TZVPD RIJCOSX def2/J DEFGRID3
* xyz 1 1
Au -0.904 -0.932 0.242
C -2.326 -3.274 3.129
C -2.893 -3.713 1.780
As -2.890 -2.269 0.490
C -3.434 -3.082 -1.193
C -4.576 -4.090 -1.095
C -4.305 -1.050 1.048
C -5.611 -1.675 1.529
H -2.367 -4.098 3.840
H -2.894 -2.444 3.553
H -1.287 -2.959 3.040
H -3.922 -4.055 1.873
H -2.316 -4.525 1.343
H -2.537 -3.552 -1.592
H -3.685 -2.261 -1.863
H -4.344 -4.901 -0.407
H -4.757 -4.535 -2.073
H -5.504 -3.625 -0.770
H -4.467 -0.394 0.194
H -3.859 -0.439 1.831
H -6.151 -2.167 0.723
H -6.261 -0.896 1.930
H -5.450 -2.403 2.324
F -0.036 7.093 0.075
C -0.369 6.321 1.119
F -1.665 6.520 1.380
F 0.336 6.753 2.175
C -0.071 4.871 0.833
C 1.257 4.481 0.705
C 1.563 3.160 0.435
C 0.539 2.225 0.291
C -0.787 2.625 0.424
C -1.095 3.953 0.692
P 0.894 0.500 -0.149
C 2.388 0.042 0.769
C 2.554 0.506 2.074
C 3.650 0.104 2.822
C 4.571 -0.772 2.270
C 4.406 -1.253 0.981
C 3.313 -0.850 0.230
C 5.794 -1.182 3.051
F 5.620 -1.018 4.367
F 6.098 -2.469 2.831
F 6.859 -0.451 2.688
C 1.364 0.540 -1.903
C 2.556 1.128 -2.318
C 2.861 1.211 -3.668
C 1.972 0.707 -4.602
C 0.779 0.123 -4.204
C 0.477 0.038 -2.855
C 2.272 0.788 -6.078
F 3.508 1.237 -6.317
F 2.153 -0.418 -6.653
F 1.410 1.611 -6.694
H 2.047 5.212 0.826
H 2.600 2.858 0.350
H -1.584 1.898 0.321
H -2.123 4.269 0.799
H 1.837 1.196 2.504
H 3.787 0.470 3.831
H 5.130 -1.941 0.564
H 3.186 -1.229 -0.776
H 3.257 1.520 -1.590
H 3.789 1.660 -3.992
H 0.096 -0.271 -4.946
H -0.451 -0.425 -2.540
*
```

E_LUMO   -2.99 eV
HOMO energy   -0.4548 Ha

No. 5
C27H27BCl3IN9O2STl as an isolated structure, computed with ωB97M-V with the def2-TZVPD basis set.

The geometry in ORCA input format:
```
! wB97M-V def2-TZVPD RIJCOSX def2/J DEFGRID3
* xyz 2 1
Tl -1.611 -1.674 0.927
C 1.538 -4.749 1.540
C 1.019 -3.494 1.825
N -0.095 -3.296 1.115
N -0.313 -4.407 0.376
C 0.658 -5.294 0.624
B -1.616 -4.613 -0.414
N -1.690 -3.599 -1.565
C -1.891 -3.803 -2.874
C -2.070 -2.579 -3.490
C -1.975 -1.652 -2.459
N -1.736 -2.274 -1.304
N -2.840 -4.374 0.563
C -3.809 -5.246 0.852
C -4.723 -4.658 1.714
C -4.239 -3.377 1.920
N -3.110 -3.211 1.221
H 2.425 -5.201 1.945
H 1.382 -2.731 2.490
H 0.654 -6.254 0.135
H -1.690 -5.728 -0.822
H -1.897 -4.802 -3.278
H -2.255 -2.393 -4.533
H -2.080 -0.579 -2.497
H -3.790 -6.235 0.424
H -5.610 -5.102 2.128
H -4.638 -2.579 2.525
N 1.070 0.520 3.859
C -0.054 0.171 3.258
O -0.056 -0.703 2.366
C -1.325 0.860 3.677
I -1.254 2.942 3.233
H 1.944 0.122 3.548
H 1.093 1.284 4.517
H -1.506 0.747 4.744
H -2.159 0.447 3.120
Cl 2.403 4.941 4.156
C 2.035 4.393 2.560
C 1.315 5.203 1.696
C 1.017 4.732 0.430
C 1.406 3.463 0.005
C 1.145 3.054 -1.426
C -0.344 3.025 -1.793
N -1.124 2.130 -0.927
C -2.410 2.353 -0.502
C -2.774 1.275 0.237
N -1.705 0.403 0.267
C -0.733 0.943 -0.463
O 1.753 4.009 -2.261
C 2.413 3.496 -3.425
C 3.436 2.449 -3.104
C 4.511 2.646 -2.285
Cl 4.918 4.092 -1.468
S 5.480 1.245 -2.114
C 4.442 0.354 -3.140
C 3.404 1.110 -3.590
C 2.122 2.679 0.904
Cl 2.670 1.076 0.474
C 2.454 3.134 2.170
H 1.015 6.195 2.006
H 0.506 5.386 -0.266
H 1.583 2.067 -1.599
H -0.465 2.705 -2.828
H -0.767 4.022 -1.688
H -2.940 3.259 -0.740
H -3.694 1.089 0.762
H 0.246 0.517 -0.615
H 2.871 4.375 -3.875
H 1.685 3.093 -4.138
H 4.672 -0.671 -3.382
H 2.654 0.744 -4.278
H 3.052 2.526 2.833
*
```

E_LUMO   -6.44 eV
HOMO energy   -0.4684 Ha

No. 6
C27H27BrN2O6SZn as an isolated structure, computed with ωB97M-V with the def2-TZVPD basis set.

The geometry in ORCA input format:
```
! wB97M-V def2-TZVPD RIJCOSX def2/J DEFGRID3
* xyz 0 1
Zn 0.510 -0.761 -2.010
C 0.475 4.981 1.126
O 1.799 4.513 1.174
C 2.018 3.229 0.767
C 3.387 2.883 0.629
C 3.710 1.732 0.042
C 2.802 0.751 -0.369
C 3.224 -0.389 -1.028
C 4.691 -0.527 -1.331
O 2.466 -1.258 -1.554
C 1.426 1.088 -0.265
O 0.394 0.336 -0.507
C 1.088 2.400 0.200
H 0.485 6.071 1.283
H -0.093 4.522 1.908
H -0.056 4.838 0.209
H 4.125 3.473 1.123
H 4.838 1.583 -0.092
H 4.909 -1.542 -1.618
H 5.296 -0.330 -0.429
H 4.989 0.177 -2.124
H 0.064 2.572 0.110
Br -3.386 5.604 -5.454
C -2.056 4.215 -5.184
C -1.143 4.449 -4.153
C -0.273 3.413 -3.808
C -0.257 2.170 -4.455
C -1.137 1.978 -5.495
C -1.994 3.017 -5.929
C 0.568 1.084 -3.808
O -0.166 0.008 -3.602
O 1.692 1.331 -3.331
H -1.110 5.409 -3.578
H 0.517 3.549 -3.046
H -1.243 1.091 -5.973
H -2.604 2.969 -6.796
C -3.602 -3.883 3.036
C -3.467 -4.716 1.720
C -2.816 -3.860 0.596
N -1.412 -3.580 0.916
C -0.559 -2.979 0.074
S -1.109 -2.401 -1.435
N 0.725 -2.695 0.483
C 1.221 -2.824 1.871
O 2.253 -3.420 1.991
C 0.351 -2.130 2.881
C 0.254 -2.540 4.203
C -0.660 -1.879 5.096
C -1.390 -0.858 4.600
C -1.273 -0.379 3.312
C -0.388 -0.995 2.460
H -4.145 -4.514 3.750
H -4.254 -3.021 2.946
H -2.609 -3.587 3.504
H -4.427 -5.124 1.386
H -2.899 -5.617 1.887
H -3.415 -2.951 0.336
H -2.806 -4.367 -0.408
H -1.142 -3.775 1.889
H 1.514 -2.600 -0.161
H 0.775 -3.405 4.534
H -0.719 -2.117 6.121
H -2.086 -0.316 5.219
H -1.764 0.542 3.026
H -0.108 -0.638 1.535
*
```

E_LUMO   -0.42 eV
HOMO energy   -0.3018 Ha

What is the formula in the third record?
C27H26N2O2S